Density functional theory data (ωB97M-V with the def2-TZVPD basis set) for a single C4H7N3 molecule.

The geometry in XYZ format:
```
14
Properties=species:S:1:pos:R:3
H 0.091 1.342 -2.259
N 0.891 0.893 -1.810
C 0.410 0.486 -0.714
C -1.017 0.649 -0.242
C -1.164 -0.538 0.704
N 0.184 -0.666 1.241
C 1.152 -0.318 0.320
N 2.376 -0.655 0.396
H 2.896 -0.255 -0.385
H -1.110 1.602 0.292
H -1.749 0.649 -1.057
H -1.469 -1.423 0.125
H -1.895 -0.367 1.495
H 0.407 -1.399 1.894
```

The multiplicity is 1. For the strongest force on any atom, the calculation gives 0.76 eV/A. The orbital gap comes out at 9.8 eV. Its SMILES is [H]/N=C1\CCN\C1=N\[H]. The LUMO energy comes out at 0.7 eV. The calculation puts the energy above the lowest of the compared OMol25 structures with the same formula, charge and spin at 0.263 eV.

Per-atom Löwdin charges, elementary charge units: H 0.0561; N 0.1656; C -0.3198; C -0.1214; C -0.1921; N 0.0336; C -0.4125; N 0.1321; H 0.0427; H 0.1272; H 0.1194; H 0.1190; H 0.1142; H 0.1360



Density functional theory data (ωB97M-V with the def2-TZVPD basis set) for a molecular structure, C3H5O3Rb at a distorted geometry.

The geometry in XYZ format:
```
12
Properties=species:S:1:pos:R:3
H 1.026 -1.416 -0.499
C -0.067 -1.410 -0.324
C -0.821 -0.208 -0.832
O 0.108 0.932 -0.959
C 0.641 1.434 0.093
O 1.468 2.404 -0.286
Rb 0.230 0.249 2.921
O -0.668 -1.521 0.988
H -0.434 -2.284 -0.897
H -1.710 -1.092 0.409
H -1.779 0.256 -1.087
H 2.004 2.658 0.473
```

The multiplicity is 1. For the strongest force on any atom, the calculation gives 4.27 eV/A. The orbital gap comes out at 4.4 eV. The LUMO energy comes out at -0.8 eV. The calculation puts the energy above the lowest of the compared OMol25 structures with the same formula, charge and spin at 3.878 eV.

Per-atom Löwdin charges, elementary charge units: H 0.1067; C -0.3656; C -0.2175; O -0.1180; C -0.3108; O 0.0233; Rb 0.8858; O -0.4358; H 0.0807; H 0.2091; H 0.0646; H 0.0774



Density functional theory data (ωB97M-V with the def2-TZVPD basis set) for a molecular structure, C5H15N3 at a distorted geometry.

The geometry in XYZ format:
```
23
Properties=species:S:1:pos:R:3
C -0.706 0.891 1.148
C 0.520 1.800 0.053
C -0.248 2.401 -1.097
N -0.122 0.076 2.079
H -0.527 -0.855 2.052
H 0.993 -0.629 1.306
H -1.136 1.797 1.576
H -1.331 0.430 0.369
H 0.788 2.526 0.814
H 1.437 1.323 -0.262
H -1.172 2.877 -0.755
H 0.344 3.166 -1.607
H -0.502 1.634 -1.835
C -0.929 -2.347 -0.382
N -0.204 -1.335 -1.136
C 1.642 -1.195 0.255
N 0.960 -0.788 -0.868
H -0.722 -0.824 -1.835
H -1.709 -2.752 -1.025
H -1.393 -1.943 0.526
H -0.259 -3.156 -0.097
H 2.664 -0.836 0.222
H 1.614 -2.260 0.500
```

The multiplicity is 1. For the strongest force on any atom, the calculation gives 4.23 eV/A. The orbital gap (spin up / spin down) comes out at 6.9 / 7.8 eV. The LUMO energy (spin up / spin down) comes out at -0.2 / 0.4 eV. The calculation puts the energy above the lowest of the compared OMol25 structures with the same formula, charge and spin at 6.064 eV.

Per-atom Löwdin charges, elementary charge units: C -0.3104; C -0.1952; C -0.1577; N -0.0796; H -0.0008; H 0.1157; H 0.0807; H 0.0632; H 0.0728; H 0.0485; H 0.0687; H 0.0676; H 0.0504; C -0.0651; N -0.0950; C -0.1449; N -0.0349; H 0.1266; H 0.0879; H 0.0692; H 0.0786; H 0.0768; H 0.0770



Number 1: calculated total energy -320.87362 hartree. Number 2: calculated total energy -366.87240 hartree. Number 3: calculated total energy -363.56424 hartree.